{
  "formula": "C56H122N10O8",
  "method": "ωB97M-V/def2-TZVPD",
  "elements": ["C", "C", "C", "C", "C", "C", "C", "C", "C", "N", "O", "H", "H", "H", "H", "H", "H", "H", "H", "H", "H", "H", "H", "H", "H", "H", "H", "H", "H", "H", "C", "C", "C", "C", "C", "C", "C", "C", "C", "N", "O", "H", "H", "H", "H", "H", "H", "H", "H", "H", "H", "H", "H", "H", "H", "H", "H", "H", "H", "H", "C", "C", "C", "C", "C", "C", "C", "C", "C", "N", "O", "H", "H", "H", "H", "H", "H", "H", "H", "H", "H", "H", "H", "H", "H", "H", "H", "H", "H", "H", "C", "C", "C", "C", "C", "C", "C", "C", "C", "N", "O", "H", "H", "H", "H", "H", "H", "H", "H", "H", "H", "H", "H", "H", "H", "H", "H", "H", "H", "H", "C", "C", "C", "C", "C", "C", "C", "C", "C", "N", "O", "H", "H", "H", "H", "H", "H", "H", "H", "H", "H", "H", "H", "H", "H", "H", "H", "H", "H", "H", "C", "C", "C", "C", "C", "C", "C", "C", "C", "N", "O", "H", "H", "H", "H", "H", "H", "H", "H", "H", "H", "H", "H", "H", "H", "H", "H", "H", "H", "H", "N", "C", "N", "O", "H", "H", "H", "H", "N", "C", "N", "O", "H", "H", "H", "H"],
  "coordinates": [[-5.955, 8.909, -21.143], [-5.335, 10.111, -20.381], [-3.913, 9.833, -19.945], [-5.310, 11.241, -21.434], [-4.969, 12.621, -20.808], [-5.979, 12.897, -19.729], [-6.128, 11.829, -18.666], [-4.909, 11.937, -17.704], [-7.367, 12.142, -17.830], [-6.207, 10.485, -19.268], [-6.321, 9.462, -18.314], [-5.962, 8.036, -20.492], [-6.955, 9.213, -21.453], [-5.388, 8.738, -22.058], [-3.804, 9.184, -19.070], [-3.229, 9.315, -20.630], [-3.322, 10.714, -19.682], [-4.517, 10.983, -22.140], [-6.233, 11.333, -22.007], [-3.919, 12.688, -20.524], [-5.059, 13.394, -21.577], [-6.942, 13.239, -20.123], [-5.640, 13.817, -19.233], [-5.190, 12.514, -16.824], [-3.998, 12.301, -18.175], [-4.679, 10.947, -17.299], [-7.517, 11.424, -17.022], [-8.229, 12.022, -18.494], [-7.313, 13.145, -17.415], [-7.223, 9.138, -18.421], [-2.876, 7.184, -16.888], [-3.430, 5.786, -17.147], [-4.134, 5.255, -15.929], [-4.455, 5.863, -18.302], [-3.949, 5.916, -19.717], [-2.832, 4.876, -19.987], [-1.725, 4.901, -18.935], [-0.757, 3.741, -19.129], [-0.875, 6.176, -19.017], [-2.423, 4.795, -17.614], [-1.479, 4.512, -16.589], [-3.384, 7.717, -16.080], [-1.895, 7.078, -16.405], [-2.743, 7.841, -17.744], [-4.500, 4.257, -16.213], [-3.610, 5.083, -14.992], [-5.135, 5.666, -15.760], [-5.103, 4.981, -18.317], [-4.968, 6.815, -18.133], [-4.748, 5.737, -20.439], [-3.575, 6.906, -20.002], [-2.479, 5.088, -21.000], [-3.426, 3.958, -20.022], [0.103, 3.726, -18.463], [-0.452, 3.696, -20.175], [-1.266, 2.787, -18.936], [-0.386, 6.419, -18.076], [-1.489, 7.060, -19.219], [-0.163, 6.086, -19.838], [-1.811, 3.666, -16.248], [-8.193, 1.574, -17.084], [-8.319, 1.891, -18.582], [-7.486, 3.153, -18.765], [-7.728, 0.675, -19.329], [-7.949, 0.806, -20.847], [-9.440, 0.862, -21.122], [-10.213, 1.930, -20.315], [-10.082, 3.312, -21.017], [-11.687, 1.597, -20.291], [-9.734, 1.957, -18.952], [-10.460, 2.786, -18.072], [-7.285, 1.062, -16.749], [-8.400, 2.455, -16.480], [-8.864, 0.753, -16.788], [-7.908, 4.098, -18.416], [-6.520, 2.935, -18.310], [-7.371, 3.429, -19.820], [-6.680, 0.530, -19.069], [-8.389, -0.144, -19.034], [-7.530, 1.750, -21.223], [-7.426, 0.096, -21.492], [-9.831, -0.130, -20.877], [-9.503, 1.064, -22.193], [-9.069, 3.651, -21.250], [-10.504, 4.088, -20.374], [-10.610, 3.324, -21.973], [-11.707, 0.592, -19.854], [-12.185, 1.642, -21.257], [-12.225, 2.259, -19.616], [-10.963, 2.161, -17.537], [-6.116, 8.564, -14.616], [-7.180, 8.056, -13.604], [-6.564, 6.923, -12.758], [-7.293, 9.196, -12.541], [-8.188, 10.328, -13.059], [-9.512, 9.829, -13.542], [-9.477, 8.659, -14.550], [-10.905, 8.091, -14.603], [-9.095, 9.092, -16.010], [-8.514, 7.707, -14.064], [-8.606, 6.398, -14.616], [-6.093, 9.652, -14.681], [-5.088, 8.281, -14.382], [-6.253, 8.187, -15.633], [-6.638, 6.001, -13.349], [-5.496, 7.031, -12.587], [-7.073, 6.691, -11.822], [-7.681, 8.773, -11.614], [-6.321, 9.658, -12.364], [-8.224, 11.168, -12.362], [-7.674, 10.778, -13.920], [-9.949, 10.697, -14.053], [-10.173, 9.628, -12.695], [-11.048, 7.626, -13.623], [-11.093, 7.331, -15.361], [-11.646, 8.870, -14.778], [-8.453, 8.276, -16.348], [-8.704, 10.105, -16.074], [-9.918, 8.984, -16.722], [-8.748, 5.898, -13.805], [3.075, 3.745, -16.798], [2.801, 4.548, -15.541], [1.529, 4.060, -14.822], [3.993, 4.258, -14.582], [4.211, 5.233, -13.421], [4.283, 6.672, -13.971], [3.062, 7.053, -14.836], [1.810, 7.247, -13.998], [3.517, 8.276, -15.685], [2.848, 5.992, -15.877], [1.799, 6.347, -16.737], [2.786, 2.696, -16.697], [2.529, 4.128, -17.663], [4.134, 3.765, -17.054], [1.151, 4.738, -14.061], [0.733, 3.938, -15.560], [1.738, 3.100, -14.353], [3.865, 3.269, -14.130], [4.977, 4.120, -15.038], [3.491, 5.145, -12.608], [5.227, 5.158, -13.026], [5.234, 6.813, -14.493], [4.390, 7.465, -13.223], [1.729, 8.295, -13.695], [1.697, 6.516, -13.205], [0.901, 7.210, -14.609], [3.959, 7.976, -16.628], [4.053, 9.026, -15.099], [2.620, 8.860, -15.936], [0.991, 6.386, -16.196], [0.936, 11.055, -23.619], [1.922, 11.024, -22.444], [2.796, 12.299, -22.536], [1.214, 11.131, -21.098], [0.696, 9.785, -20.564], [1.798, 8.739, -20.481], [2.366, 8.529, -21.908], [3.688, 7.766, -21.714], [1.351, 7.750, -22.771], [2.778, 9.843, -22.453], [3.529, 9.673, -23.630], [-0.016, 10.610, -23.313], [0.650, 12.051, -23.966], [1.304, 10.562, -24.520], [3.107, 12.351, -23.583], [2.327, 13.269, -22.342], [3.637, 12.366, -21.844], [1.740, 11.668, -20.307], [0.307, 11.722, -21.263], [0.014, 9.906, -19.718], [-0.051, 9.540, -21.334], [1.306, 7.831, -20.127], [2.522, 9.034, -19.722], [4.124, 7.591, -22.695], [3.502, 6.826, -21.191], [4.363, 8.354, -21.096], [1.283, 8.276, -23.732], [0.283, 7.768, -22.531], [1.582, 6.703, -22.968], [2.890, 9.583, -24.357], [-2.865, -0.246, -16.451], [-3.130, 1.062, -16.317], [-4.109, 1.581, -17.095], [-2.578, 1.753, -15.433], [-3.191, -0.696, -17.292], [-2.327, -0.634, -15.700], [-4.341, 2.554, -17.060], [-4.498, 1.020, -17.838], [-3.084, 1.410, -20.856], [-3.825, 0.300, -20.570], [-4.288, -0.309, -21.683], [-4.041, -0.094, -19.424], [-3.177, 1.846, -21.754], [-2.711, 2.000, -20.132], [-3.892, -0.032, -22.559], [-4.978, -1.025, -21.552]],
  "lowdin_charge": [-0.0216, -0.5037, -0.0401, -0.1284, -0.1764, -0.1623, -0.5012, -0.0221, -0.0351, -0.1004, -0.0218, 0.0644, 0.0840, 0.0853, 0.0606, 0.0837, 0.0712, 0.1178, 0.1187, 0.1016, 0.1106, 0.1233, 0.1257, 0.0779, 0.0718, 0.0745, 0.0516, 0.0917, 0.0892, 0.1017, -0.0180, -0.4903, -0.0232, -0.1235, -0.1874, -0.1252, -0.4825, -0.0264, -0.0191, -0.0757, -0.0377, 0.0737, 0.0796, 0.0583, 0.0620, 0.0965, 0.0845, 0.1048, 0.1141, 0.1096, 0.0839, 0.1233, 0.0952, 0.0756, 0.0907, 0.0719, 0.0701, 0.0659, 0.0793, 0.0699, -0.0462, -0.5061, -0.0311, -0.1112, -0.1901, -0.1341, -0.5237, -0.0292, -0.0395, -0.1120, -0.0106, 0.0803, 0.0828, 0.0879, 0.0941, 0.0659, 0.0637, 0.1001, 0.1239, 0.0996, 0.0978, 0.1178, 0.1224, 0.0657, 0.0831, 0.0785, 0.0898, 0.0890, 0.0794, 0.1074, -0.0237, -0.4696, -0.0433, -0.1372, -0.1946, -0.1466, -0.4940, -0.0423, -0.0070, -0.1167, -0.0060, 0.0700, 0.0690, 0.0660, 0.0718, 0.0854, 0.0828, 0.1118, 0.1210, 0.1150, 0.0974, 0.1227, 0.1207, 0.0855, 0.0791, 0.0871, 0.0727, 0.0549, 0.0777, 0.0988, -0.0345, -0.4897, -0.0111, -0.1427, -0.1715, -0.1482, -0.4861, -0.0238, -0.0325, -0.1084, -0.0402, 0.0892, 0.0715, 0.0794, 0.0666, 0.0676, 0.0864, 0.1122, 0.1130, 0.1044, 0.1067, 0.1177, 0.1189, 0.0916, 0.0730, 0.0733, 0.0848, 0.0796, 0.0730, 0.0668, -0.0283, -0.5105, -0.0439, -0.1408, -0.1879, -0.1206, -0.4832, -0.0352, -0.0148, -0.1087, -0.0157, 0.0799, 0.0870, 0.0694, 0.0769, 0.0828, 0.0858, 0.1191, 0.1181, 0.1099, 0.0878, 0.0985, 0.1234, 0.0759, 0.0863, 0.0869, 0.0649, 0.0737, 0.0813, 0.0775, 0.1700, -0.6687, 0.1792, -0.0235, 0.0830, 0.1092, 0.0614, 0.0512, 0.1759, -0.6460, 0.1658, -0.0033, 0.0993, 0.0595, 0.1000, 0.1086],
  "e_homo_ev": -8.081,
  "fmax_ha_per_bohr": 0.05238,
  "relative_energy_kcal_mol": 65.41,
  "lumo_ev": 0.2,
  "smiles": "CC1(C)CCCC(C)(C)N1O.CC1(C)CCCC(C)(C)N1O.CC1(C)CCCC(C)(C)N1O.CC1(C)CCCC(C)(C)N1O.CC1(C)CCCC(C)(C)N1O.CC1(C)CCCC(C)(C)N1O.NC(N)=O.NC(N)=O"
}



{
  "formula": "C33H32ClN3O4RbS5",
  "method": "ωB97M-V/def2-TZVPD",
  "elements": ["Rb", "C", "C", "S", "C", "C", "S", "C", "C", "S", "H", "H", "H", "H", "H", "H", "H", "H", "H", "H", "H", "H", "Cl", "C", "C", "C", "C", "O", "C", "C", "O", "C", "H", "H", "H", "H", "O", "S", "O", "N", "C", "C", "C", "C", "C", "C", "C", "C", "N", "C", "C", "C", "C", "C", "C", "C", "H", "H", "H", "H", "H", "H", "H", "H", "H", "H", "H", "S", "C", "N", "C", "C", "C", "C", "H", "H", "H", "H", "H"],
  "coordinates": [[0.977, 0.508, -0.639], [1.481, -3.296, 2.080], [0.217, -3.314, 2.936], [-1.127, -2.262, 2.288], [-1.540, -1.240, 3.735], [-0.421, -0.397, 4.332], [0.343, 0.752, 3.127], [2.111, 0.447, 3.416], [2.590, -0.990, 3.243], [2.141, -1.673, 1.612], [1.286, -3.765, 1.114], [2.270, -3.860, 2.581], [0.420, -2.994, 3.958], [-0.160, -4.337, 2.976], [-1.967, -1.881, 4.510], [-2.329, -0.591, 3.353], [0.366, -1.020, 4.755], [-0.841, 0.206, 5.139], [2.373, 0.811, 4.411], [2.587, 1.094, 2.676], [2.185, -1.646, 4.013], [3.678, -1.008, 3.327], [4.785, 6.989, 1.116], [3.595, 5.709, 0.990], [2.874, 5.323, 2.134], [1.959, 4.314, 2.053], [1.696, 3.584, 0.831], [0.902, 2.618, 0.812], [2.418, 4.065, -0.334], [2.212, 3.542, -1.659], [1.443, 2.669, -2.039], [3.362, 5.103, -0.210], [3.049, 5.841, 3.069], [1.392, 4.013, 2.927], [2.845, 4.053, -2.421], [3.906, 5.423, -1.092], [3.123, -2.922, -2.338], [2.730, -1.527, -2.354], [3.115, -0.751, -1.188], [1.186, -1.301, -2.541], [0.451, -1.620, -3.629], [0.931, -2.126, -4.839], [0.090, -2.336, -5.935], [-1.257, -2.087, -5.869], [-1.811, -1.619, -4.659], [-3.191, -1.365, -4.497], [-3.666, -0.912, -3.298], [-2.754, -0.703, -2.247], [-1.467, -0.921, -2.359], [-0.975, -1.378, -3.533], [3.639, -0.751, -3.697], [4.687, -1.432, -4.295], [5.434, -0.806, -5.282], [5.127, 0.495, -5.660], [4.075, 1.169, -5.054], [3.324, 0.547, -4.068], [1.985, -2.355, -4.914], [0.518, -2.706, -6.860], [-1.899, -2.247, -6.728], [-3.861, -1.537, -5.332], [-4.720, -0.715, -3.148], [-3.099, -0.344, -1.281], [4.895, -2.443, -3.971], [6.253, -1.331, -5.757], [5.711, 0.985, -6.430], [3.841, 2.185, -5.349], [2.501, 1.063, -3.585], [-3.109, 1.465, 1.574], [-4.527, 1.710, 0.758], [-4.644, 2.768, -0.116], [-5.766, 3.068, -0.813], [-6.878, 2.304, -0.694], [-6.825, 1.173, 0.165], [-5.692, 0.883, 0.854], [-3.809, 3.329, -0.218], [-5.719, 3.934, -1.458], [-7.774, 2.545, -1.246], [-7.699, 0.540, 0.257], [-5.619, 0.024, 1.505]],
  "lowdin_charge": [0.9749, -0.5284, -0.5280, 0.8389, -0.5613, -0.5176, 0.8358, -0.5263, -0.5063, 0.8452, 0.0759, 0.0749, 0.0564, 0.0638, 0.0704, 0.0041, 0.0502, 0.0677, 0.0756, 0.0686, 0.0554, 0.0727, 0.5818, -0.6935, -0.1243, -0.0168, -0.4122, -0.2498, -0.1340, -0.2520, -0.1429, -0.0960, 0.0956, 0.1035, 0.1180, 0.1036, -0.3228, 0.5180, -0.5295, -0.2510, -0.2754, -0.0274, -0.0970, -0.0812, -0.1709, -0.0348, -0.0725, -0.1415, 0.1091, -0.1538, -0.2708, -0.0670, -0.0878, -0.0985, -0.0739, -0.0455, 0.0943, 0.0979, 0.0957, 0.1073, 0.0915, 0.0918, 0.1086, 0.0965, 0.0945, 0.1023, 0.0997, 0.6935, -0.8134, 0.0453, -0.0926, -0.0869, -0.0691, -0.0977, 0.1397, 0.1242, 0.0969, 0.1064, 0.1037],
  "charge": -1,
  "e_homo_ev": -4.544,
  "fmax_ha_per_bohr": 0.03427,
  "relative_energy_kcal_mol": 39.61,
  "lumo_ev": 1.9
}